Entry 1:
DFT (wB97M-V/def2-TZVPD) results for a gas-phase ion, C2H4ClN2 (charge +1).

Output
**Gap between HOMO and LUMO**: 9.718 eV
**HOMO energy**: -15.8 eV
**LUMO**: -0.22174 Eh
**Energy above the lowest of the compared OMol25 structures with the same formula, charge and spin**: 74.9 kcal per mole
**Charge**: +1
**Structure (SMILES)**: CN1[NH+]=C1Cl

Atoms and positions in Å:
1 C -0.10 -1.02 0.69
2 N 0.15 -0.29 -0.51
3 N -0.63 0.71 -1.25
4 C 0.64 0.86 -0.73
5 Cl 1.73 2.01 -0.34
6 H -1.11 -1.29 0.70
7 H 0.46 -1.94 0.58
8 H 0.18 -0.32 1.59
9 H -1.31 1.30 -0.73

Entry 2:
DFT (wB97M-V/def2-TZVPD) results for a molecular structure, C14H19CeClN2.

Output
**Gap between HOMO and LUMO (spin up / spin down)**: 4.905 / 4.899 eV
**HOMO energy (spin up / spin down)**: -15.3 / -15.3 eV
**LUMO (spin up / spin down)**: -0.38120 / -0.38124 Eh
**Charge**: +2

Atoms and positions in Å:
1 C -0.08 0.25 2.46
2 C 0.08 2.47 -0.09
3 H -1.15 0.17 2.76
4 H 0.35 1.27 2.60
5 H 0.56 -0.59 2.79
6 H -0.05 2.76 -1.15
7 H -0.74 2.80 0.59
8 H 1.09 2.65 0.34
9 C -0.38 -3.06 0.96
10 C -0.64 -4.44 0.87
11 C -0.65 -5.03 -0.40
12 C -0.40 -4.23 -1.52
13 H -0.38 -2.55 1.92
14 H -0.84 -5.01 1.76
15 H -0.84 -6.09 -0.50
16 H -0.42 -4.65 -2.52
17 N -0.16 -2.29 -0.12
18 C -0.13 -2.84 -1.39
19 C 0.09 -1.89 -2.52
20 N 0.17 -0.55 -2.22
21 C 0.38 0.35 -3.20
22 C 0.35 -1.34 -4.91
23 C 0.47 0.01 -4.56
24 H 0.47 1.39 -2.87
25 H 0.61 0.77 -5.29
26 C 0.16 -2.28 -3.89
27 H 0.06 -3.34 -4.12
28 H 0.41 -1.63 -5.94
29 Ce -0.28 0.10 0.09
30 C 2.09 0.00 0.20
31 H 2.56 0.58 -0.60
32 H 2.47 -1.03 0.13
33 H 2.43 0.41 1.16
34 Cl -3.58 0.40 1.20
35 C -2.71 0.26 -0.25
36 H -3.03 -0.65 -0.76
37 H -2.61 1.22 -0.80

Entry 3:
DFT (wB97M-V/def2-TZVPD) results for a single C6H10 molecule.

Output
**Gap between HOMO and LUMO (spin up / spin down)**: 7.392 / 7.401 eV
**HOMO energy (spin up / spin down)**: -8.1 / -8.1 eV
**LUMO (spin up / spin down)**: -0.02702 / -0.02704 Eh
**Energy above the lowest of the compared OMol25 structures with the same formula, charge and spin**: 93.5 kcal per mole

Atoms and positions in Å:
1 C -1.69 -0.46 -0.96
2 C -1.05 0.69 -0.19
3 C 1.80 0.15 -1.21
4 C 2.05 -0.27 0.14
5 C 1.08 -0.22 1.10
6 C -0.35 0.25 1.09
7 H -2.47 -0.96 -0.36
8 H -0.94 -1.20 -1.25
9 H -2.16 -0.09 -1.88
10 H -1.83 1.42 0.09
11 H 2.78 0.16 -1.72
12 H -0.33 1.20 -0.84
13 H 3.03 -0.62 0.49
14 H 1.38 -0.54 2.10
15 H -0.93 -0.56 1.57
16 H -0.37 1.06 1.84